This record from the OMol25 dataset describes 2 unconnected molecules or ions with the total composition C2H6N3O2 at a distorted geometry. The level of theory is wB97M-V/def2-TZVPD.

Each atom is followed by the atoms it is bonded to, with distances in Å.
Cartesian coordinates (Å):
1 O 2.5699 -0.2481 -0.7754  N3 1.182
2 H -1.9405 0.3754 0.9657  C6 1.090
3 N 2.2727 -0.0419 0.3495  O1 1.182, N4 1.267, O5 1.293
4 N 1.1665 0.2534 0.8916  N3 1.267
5 O 3.1543 -0.0215 1.2957  N3 1.293
6 C -1.4194 1.0194 0.2569  H2 1.090, H8 1.078, H10 1.063, N11 1.405
7 H -0.6294 -1.5065 0.2951  C9 1.135
8 H -0.9993 1.7616 0.9159  C6 1.078
9 C -0.5611 -0.9596 -0.6975  H7 1.135, N11 1.425, H12 1.141, H13 1.116
10 H -2.0203 1.3616 -0.5505  C6 1.063
11 N -0.3646 0.4321 -0.4627  C6 1.405, C9 1.425
12 H 0.3122 -1.4404 -1.2533  C9 1.141
13 H -1.5411 -0.9856 -1.2310  C9 1.116

The net charge is -1. Its frontier orbital gap (spin up / spin down) is 7.8 / 7.9 eV. The LUMO energy (spin up / spin down) comes out at 4.2 / 4.2 eV. As for the spin multiplicity: 1. For the energy above the lowest of the compared OMol25 structures with the same formula, charge and spin, the calculation gives 794.8 kJ/mol.

Löwdin atomic charge list, values in e, 4 entries:
1. O -0.032
2. H 0.058
3. N -0.673
4. N 0.153